{
  "formula": "C29H36IIrN5O2PTe",
  "method": "ωB97M-V with the def2-TZVPD basis set",
  "species": ["Ir", "C", "C", "N", "C", "C", "C", "O", "C", "C", "N", "C", "C", "C", "C", "C", "C", "I", "C", "O", "H", "H", "H", "H", "H", "H", "H", "H", "H", "H", "H", "H", "C", "C", "C", "C", "C", "C", "Te", "C", "C", "C", "H", "H", "H", "H", "H", "H", "H", "H", "H", "H", "H", "C", "N", "C", "N", "C", "N", "C", "P", "C", "C", "H", "H", "H", "H", "H", "H", "H", "H", "H", "H", "H", "H", "H"],
  "positions_angstrom": [[-1.435, 0.494, 0.919], [-2.399, 1.628, -2.961], [-0.924, 1.809, -2.970], [-0.391, 2.600, -3.837], [0.886, 2.863, -3.952], [1.806, 2.259, -3.106], [3.269, 2.657, -3.264], [3.450, 3.676, -4.182], [1.325, 1.381, -2.123], [2.264, 0.778, -1.199], [2.065, -0.033, -0.268], [1.355, -0.662, 0.637], [1.364, -2.072, 0.695], [0.795, -2.736, 1.755], [0.199, -2.042, 2.811], [0.140, -0.659, 2.783], [0.675, 0.036, 1.683], [0.832, 2.187, 1.733], [-0.084, 1.116, -2.000], [-0.595, 0.322, -1.161], [-2.743, 1.409, -3.970], [-2.870, 2.565, -2.659], [-2.691, 0.826, -2.287], [1.203, 3.580, -4.696], [3.852, 1.760, -3.523], [3.625, 3.047, -2.298], [3.659, 3.353, -5.067], [3.304, 1.055, -1.360], [1.864, -2.607, -0.095], [0.856, -3.812, 1.785], [-0.178, -2.574, 3.669], [-0.256, -0.114, 3.630], [-4.190, 7.233, 5.076], [-3.878, 6.135, 4.142], [-3.240, 4.963, 4.563], [-3.017, 3.902, 3.707], [-2.333, 2.675, 4.213], [-3.438, 4.012, 2.366], [-3.372, 2.405, 0.999], [-4.042, 5.205, 1.902], [-4.464, 5.356, 0.481], [-4.248, 6.236, 2.793], [-3.841, 7.036, 6.084], [-5.269, 7.400, 5.100], [-3.760, 8.172, 4.720], [-2.932, 4.885, 5.595], [-2.304, 2.665, 5.298], [-1.305, 2.662, 3.855], [-2.843, 1.778, 3.862], [-3.632, 5.140, -0.191], [-4.807, 6.365, 0.274], [-5.281, 4.665, 0.260], [-4.721, 7.145, 2.455], [-5.618, -3.004, 1.087], [-4.366, -3.638, 1.702], [-3.777, -4.580, 0.650], [-3.513, -3.878, -0.546], [-4.734, -3.306, -1.090], [-5.303, -2.371, -0.134], [-4.522, -1.168, 0.012], [-2.813, -1.523, 0.687], [-3.385, -2.613, 2.116], [-2.416, -2.944, -0.463], [-6.027, -2.284, 1.799], [-6.345, -3.805, 0.920], [-4.646, -4.184, 2.522], [-4.511, -5.370, 0.468], [-2.865, -5.027, 1.054], [-5.454, -4.104, -1.289], [-4.527, -2.791, -2.028], [-5.045, -0.471, 0.676], [-4.421, -0.687, -0.965], [-3.823, -1.987, 2.898], [-2.503, -3.109, 2.536], [-1.517, -3.463, -0.109], [-2.201, -2.546, -1.457]],
  "mulliken_charge": [1.1447, -0.9593, 0.3080, -0.5232, -0.8667, 0.8949, -0.9592, -0.5604, 0.6756, -0.8915, -0.1224, 0.9354, -0.8987, -0.6666, -0.8121, -0.0639, -1.0016, 0.3268, 0.7358, -0.6695, 0.4209, 0.2527, -0.1012, 0.5160, 0.4641, 0.3837, 0.3501, 0.4790, 0.6129, 0.4989, 0.6547, 0.5213, -1.4472, 0.5797, -1.1969, 1.0363, -1.1427, 0.1924, 0.5580, 1.1964, -1.9694, -1.0005, 0.3772, 0.3740, 0.3837, 0.3739, 0.4184, 0.0990, 0.1867, 0.3960, 0.4097, 0.3951, 0.4646, -0.8244, 0.1149, -0.7902, 0.2283, -0.8496, 0.2001, -1.1119, 1.3129, -1.3169, -1.1697, 0.3889, 0.3835, 0.3570, 0.3545, 0.3900, 0.3059, 0.3818, 0.6539, 0.2001, 0.4838, 0.5932, 0.5061, 0.4442],
  "multiplicity": 2,
  "gap_ha": [0.1198, 0.1501],
  "total_energy_ev": -69694.0159,
  "s2": 1.1578,
  "homo_energy_ev": [-14.7678, -15.0006],
  "charge": 3
}

{
  "formula": "C29H37BrI3N3PS2V",
  "method": "ωB97M-V with the def2-TZVPD basis set",
  "species": ["V", "S", "C", "S", "C", "C", "N", "C", "N", "Br", "C", "C", "C", "C", "C", "C", "I", "H", "H", "H", "H", "I", "I", "C", "C", "C", "C", "C", "C", "P", "C", "C", "C", "C", "C", "C", "C", "C", "C", "C", "C", "C", "H", "H", "H", "H", "H", "H", "H", "H", "H", "H", "H", "H", "H", "H", "H", "H", "H", "H", "H", "H", "H", "H", "H", "H", "H", "H", "H", "H", "H", "H", "H", "H", "H", "N", "C"],
  "positions_angstrom": [[-0.683, -0.899, -1.475], [-2.676, 0.553, -1.213], [-1.781, 1.659, -2.198], [-0.190, 1.162, -2.675], [-2.294, 2.887, -2.576], [-1.545, 3.779, -3.398], [-0.949, 4.509, -4.062], [-3.616, 3.283, -2.216], [-4.689, 3.601, -1.939], [-5.241, -1.464, -3.164], [-4.262, -0.242, -4.222], [-4.903, 0.921, -4.615], [-4.223, 1.862, -5.374], [-2.908, 1.638, -5.745], [-2.267, 0.476, -5.344], [-2.939, -0.466, -4.577], [-1.854, -2.130, -3.923], [-5.921, 1.102, -4.301], [-4.721, 2.782, -5.650], [-2.363, 2.382, -6.311], [-1.229, 0.313, -5.596], [0.527, -4.201, -2.185], [0.099, -6.965, -3.836], [-1.440, -1.986, 4.321], [-1.749, -2.662, 2.991], [-0.724, -2.250, 1.922], [-0.143, -0.840, 2.176], [-1.231, 0.048, 2.789], [-1.617, -0.467, 4.189], [0.467, -0.171, 0.572], [0.959, 1.605, 0.708], [1.946, 2.062, 1.795], [1.975, 3.601, 1.895], [1.684, 4.240, 0.539], [0.247, 3.916, 0.093], [-0.227, 2.581, 0.680], [2.153, -0.981, 0.338], [2.968, -3.365, -0.391], [4.317, -3.043, 0.227], [4.297, -3.175, 1.744], [3.103, -2.415, 2.310], [2.979, -1.045, 1.645], [-0.412, -2.223, 4.613], [-2.083, -2.374, 5.113], [-2.753, -2.367, 2.672], [-1.761, -3.748, 3.093], [-1.212, -2.272, 0.940], [0.083, -2.985, 1.871], [0.681, -0.910, 2.892], [-2.097, 0.056, 2.120], [-0.896, 1.081, 2.864], [-2.656, -0.200, 4.391], [-1.011, 0.040, 4.945], [1.439, 1.709, -0.274], [2.951, 1.702, 1.564], [1.670, 1.642, 2.769], [2.945, 3.922, 2.281], [1.226, 3.943, 2.614], [2.400, 3.858, -0.196], [1.838, 5.319, 0.581], [0.192, 3.872, -0.997], [-0.433, 4.710, 0.413], [-1.067, 2.187, 0.113], [-0.587, 2.737, 1.700], [2.651, -0.296, -0.357], [3.112, -3.651, -1.431], [2.524, -4.234, 0.101], [4.641, -2.046, -0.079], [5.042, -3.736, -0.204], [5.226, -2.783, 2.167], [4.238, -4.232, 2.017], [3.210, -2.287, 3.389], [2.188, -2.993, 2.157], [3.984, -0.656, 1.462], [2.529, -0.354, 2.350], [1.953, -2.275, -0.406], [0.909, -2.353, -1.196]],
  "mulliken_charge": [-0.6821, -0.4338, 1.9276, -0.4692, 0.2541, -0.3849, -0.7045, -0.4618, -0.6738, -0.1397, 0.2530, -0.3738, -0.6006, -0.5807, -0.2829, 0.0185, 0.2758, 0.4027, 0.3631, 0.3974, 0.3797, 0.0153, -0.7173, -0.6663, -0.8868, -0.7325, 1.0165, -0.4841, -0.9236, -0.4509, 0.5642, -0.6121, -0.9089, -0.8113, -0.5512, -0.7459, 0.0295, -1.2231, -0.8860, -1.0194, -0.7062, -0.9363, 0.2731, 0.4442, 0.3648, 0.4743, -0.0005, 0.1157, 0.6024, 0.3457, -0.1380, 0.4630, 0.3168, 0.5536, 0.2999, 0.1282, 0.5001, 0.3225, 0.2950, 0.5102, -0.0517, 0.5024, 0.2341, 0.3980, 0.4691, 0.8417, 0.4682, 0.2987, 0.3971, 0.3057, 0.4556, 0.5051, -0.0541, 0.7472, 0.2637, 0.4198, 0.0808],
  "multiplicity": 4,
  "gap_ha": [0.2359, 0.2365],
  "relative_energy_kj_mol": 189.6,
  "total_energy_ev": -186138.4796,
  "s2": 3.7719,
  "homo_energy_ev": [-4.6260, -4.6827],
  "charge": -1
}

{
  "formula": "C29H37ClCsN5O6P",
  "method": "ωB97M-V with the def2-TZVPD basis set",
  "species": ["Cs", "O", "C", "O", "C", "C", "C", "N", "C", "C", "C", "C", "C", "C", "C", "N", "C", "C", "C", "C", "C", "N", "H", "H", "H", "H", "H", "H", "H", "H", "H", "H", "C", "C", "C", "P", "C", "C", "C", "C", "C", "C", "H", "H", "H", "H", "H", "H", "H", "H", "H", "H", "H", "H", "H", "H", "H", "H", "H", "H", "H", "H", "H", "O", "Cl", "O", "O", "O", "C", "N", "C", "C", "N", "C", "H", "H", "H", "H", "H", "H"],
  "positions_angstrom": [[-1.075, 0.740, 0.746], [-4.664, 7.767, -0.800], [-4.494, 6.928, -1.709], [-4.943, 6.871, -2.867], [-3.590, 5.690, -1.291], [-3.183, 4.701, -2.174], [-2.442, 3.652, -1.695], [-2.112, 3.523, -0.408], [-2.502, 4.453, 0.424], [-3.211, 5.548, 0.021], [-2.135, 4.282, 1.864], [-2.797, 5.026, 2.813], [-2.483, 4.829, 4.145], [-1.585, 3.860, 4.536], [-0.993, 3.121, 3.513], [-1.242, 3.332, 2.191], [-1.965, 2.640, -2.719], [-1.805, 3.080, -4.040], [-1.476, 2.176, -5.035], [-1.280, 0.838, -4.644], [-1.447, 0.481, -3.304], [-1.821, 1.346, -2.386], [-3.541, 4.767, -3.182], [-3.587, 6.298, 0.657], [-3.520, 5.775, 2.538], [-2.980, 5.393, 4.913], [-1.426, 3.654, 5.554], [-0.259, 2.344, 3.821], [-1.833, 4.142, -4.191], [-1.205, 2.508, -6.026], [-0.993, 0.081, -5.386], [-1.292, -0.507, -2.906], [0.441, -4.164, -3.960], [0.988, -4.347, -2.549], [0.077, -5.353, -1.842], [0.959, -2.713, -1.660], [1.904, -3.067, -0.051], [3.056, -4.136, -0.072], [0.902, -3.463, 1.025], [2.085, -1.674, -2.697], [3.503, -2.254, -2.955], [2.105, -0.253, -2.082], [0.328, -5.124, -4.518], [1.027, -3.441, -4.591], [-0.513, -3.638, -3.875], [1.986, -4.708, -2.499], [-1.009, -5.106, -1.951], [0.233, -5.479, -0.765], [0.255, -6.353, -2.262], [2.366, -2.117, 0.270], [2.650, -5.133, -0.166], [3.521, -4.133, 0.908], [3.794, -3.922, -0.788], [0.375, -4.389, 0.823], [0.259, -2.609, 1.281], [1.463, -3.659, 1.955], [1.554, -1.693, -3.689], [4.126, -2.090, -2.073], [3.986, -1.664, -3.748], [3.513, -3.306, -3.162], [2.579, -0.243, -1.104], [1.119, 0.225, -1.980], [2.668, 0.413, -2.752], [-1.206, -1.845, 5.003], [-1.555, -0.528, 5.508], [-2.313, -0.645, 6.720], [-0.361, 0.230, 5.862], [-2.344, 0.131, 4.467], [1.913, -2.645, 4.446], [2.208, -1.606, 3.460], [3.460, -1.458, 2.980], [3.495, -0.259, 2.344], [2.232, 0.305, 2.331], [1.498, -0.538, 3.018], [2.766, -3.261, 4.435], [0.994, -3.138, 4.158], [1.797, -2.166, 5.421], [4.233, -2.159, 3.206], [4.292, 0.218, 1.813], [0.471, -0.384, 3.386]],
  "mulliken_charge": [1.0652, -0.7389, 0.5550, -0.7281, -0.6241, -0.8433, 0.5990, -0.1969, 0.7653, -0.7931, 0.5308, -0.7258, -0.4414, -0.7958, 0.0036, -0.2904, 0.1260, -0.7268, -0.5794, -0.4666, -0.4987, -0.1737, 0.7855, 0.6158, 0.2858, 0.4076, 0.4970, 0.3996, 0.5607, 0.4000, 0.3503, 0.6714, -1.5206, 0.4242, -1.5933, 0.2061, 1.3769, -1.7475, -1.1842, 0.7893, -1.6740, -1.1895, 0.3864, 0.2882, 0.3488, 0.3898, 0.3091, 0.3278, 0.4438, -0.4017, 0.3259, 0.4292, 0.3868, 0.3075, 0.2340, 0.1953, 0.2284, 0.2928, 0.4407, 0.3713, 0.2651, 0.1154, 0.4326, -0.6531, 1.6865, -0.7251, -0.6316, -0.6162, -0.8387, 0.4585, 0.0540, -1.1272, -0.4149, -0.1755, 0.2644, 0.3693, 0.2832, 0.4704, 0.4410, 0.1550],
  "gap_ha": 0.2670,
  "relative_energy_kj_mol": 90.9,
  "total_energy_ev": -72764.2859,
  "homo_energy_ev": -5.6291,
  "charge": -1
}